(1)
Density functional theory data (ωB97M-V/def2-TZVPD) for an isolated molecule of C13H15N3O4S.

Output
- ΔE to the lowest compared entry with this formula, charge and spin: 462.71 kJ/mol
- Structure (SMILES): C[C@H](NCc1cc(C=O)no1)c1ccc(S(N)(=O)=O)cc1
- LUMO level: -0.430 eV
- E_HOMO: -9.5 eV

Last column: Mulliken charge in e.
Positions of all 36 atoms, in Å:
C  0.96  1.77  -0.45  -1.619
C  -0.06  0.67  -0.31  0.617
N  -1.37  1.27  0.00  -0.349
C  -2.36  1.42  -1.09  -0.860
C  -1.79  2.19  -2.22  0.285
C  -1.59  1.65  -3.43  -0.041
C  -0.90  2.63  -4.22  0.454
C  -0.42  2.48  -5.58  -0.238
O  -0.40  1.39  -6.13  -0.480
N  -0.87  3.76  -3.53  -0.517
O  -1.44  3.51  -2.24  -0.164
C  0.27  -0.29  0.82  0.289
C  0.34  -1.66  0.49  -0.994
C  0.62  -2.58  1.51  -0.379
C  0.76  -2.17  2.84  0.163
S  1.19  -3.38  4.13  1.315
N  2.43  -4.17  3.43  -0.634
O  0.25  -4.56  4.26  -0.690
O  1.79  -2.87  5.37  -0.659
C  0.64  -0.85  3.14  -0.521
C  0.43  0.13  2.15  -0.368
H  0.94  2.30  -1.40  0.359
H  0.83  2.50  0.33  0.329
H  1.97  1.37  -0.38  0.401
H  -0.02  0.13  -1.26  0.267
H  -1.80  0.82  0.81  0.302
H  -2.71  0.45  -1.41  0.365
H  -3.24  1.97  -0.72  0.411
H  -1.83  0.65  -3.76  0.437
H  -0.10  3.37  -6.10  0.391
H  0.16  -1.98  -0.54  0.346
H  0.74  -3.63  1.25  0.330
H  3.26  -3.74  3.88  0.297
H  2.28  -5.14  3.72  0.324
H  0.78  -0.58  4.18  0.417
H  0.29  1.16  2.44  0.412

(2)
Density functional theory data (ωB97M-V/def2-TZVPD) for an isolated molecule of C13H15N3O6.

Output
- ΔE to the lowest compared entry with this formula, charge and spin: 284.71 kJ/mol
- Structure (SMILES): C[C@@H]1CN(C(=O)c2cc([N+](=O)[O-])cc([N+](=O)[O-])c2)C[C@H](C)O1
- LUMO level: -1.265 eV
- E_HOMO: -9.6 eV

Last column: Mulliken charge in e.
Positions of all 37 atoms, in Å:
C  3.11  0.66  0.00  -1.250
C  3.10  -0.08  1.34  0.227
C  1.69  -0.63  1.65  -0.787
N  0.84  0.46  2.07  0.117
C  -0.17  1.00  1.37  0.319
O  -0.72  2.04  1.67  -0.641
C  -0.65  0.22  0.18  0.181
C  -1.24  -1.03  0.34  0.271
C  -1.80  -1.68  -0.76  -0.428
N  -2.41  -2.98  -0.58  1.040
O  -2.95  -3.48  -1.54  -0.613
O  -2.32  -3.48  0.52  -0.617
C  -1.79  -1.10  -2.02  -0.281
C  -1.20  0.14  -2.16  -0.389
N  -1.16  0.77  -3.48  1.052
O  -1.76  0.21  -4.37  -0.615
O  -0.53  1.79  -3.58  -0.612
C  -0.65  0.81  -1.08  -0.459
C  1.35  1.13  3.25  -1.028
C  2.77  1.67  2.99  0.334
C  2.72  2.97  2.19  -1.343
O  3.60  0.67  2.42  -0.441
H  3.01  -0.06  -0.81  0.400
H  2.29  1.37  -0.07  0.146
H  4.05  1.19  -0.12  0.387
H  3.80  -0.93  1.27  0.379
H  1.76  -1.36  2.47  0.259
H  1.29  -1.12  0.77  0.451
H  -1.29  -1.51  1.30  0.563
H  -2.23  -1.61  -2.87  0.607
H  -0.22  1.80  -1.22  0.582
H  1.38  0.40  4.07  0.327
H  0.68  1.94  3.50  0.515
H  3.25  1.87  3.95  0.352
H  2.45  3.79  2.85  0.416
H  3.70  3.18  1.77  0.360
H  1.99  2.93  1.39  0.218

(3)
Density functional theory data (ωB97M-V/def2-TZVPD) for a structure of composition C13H15N5O4PtS.

Output
- ΔE to the lowest compared entry with this formula, charge and spin: 15.70 kJ/mol
- LUMO level (alpha / beta): -5.614 / -9.293 eV
- E_HOMO (alpha / beta): -14.5 / -15.2 eV
- Multiplicity: 5
- Total charge: +2

Last column: Mulliken charge in e.
Positions of all 39 atoms, in Å:
Pt  -0.07  0.07  -0.38  0.913
N  1.92  0.21  0.50  -0.613
C  2.57  1.51  0.82  -0.578
C  2.65  2.44  -0.38  -0.564
C  1.22  2.96  -0.74  0.747
O  1.27  4.20  -0.53  -0.226
O  0.32  2.24  -1.14  -0.622
H  1.86  -0.33  1.36  0.360
H  2.55  -0.33  -0.11  0.395
H  3.58  1.33  1.19  0.427
H  2.01  1.97  1.63  0.362
H  2.95  1.94  -1.30  0.307
H  3.34  3.25  -0.18  0.360
N  -6.10  2.56  -4.85  -0.326
C  -5.34  1.98  -3.94  1.174
C  -4.34  2.73  -3.24  -0.676
C  -3.58  2.13  -2.28  -0.390
C  -3.79  0.77  -1.99  0.127
C  -4.75  0.01  -2.67  -0.664
C  -5.52  0.59  -3.64  -0.664
S  -2.90  -0.03  -0.67  1.516
O  -2.16  1.04  0.03  -0.719
O  -3.87  -0.80  0.03  -0.597
N  -1.71  -0.84  -1.37  -0.408
C  -1.54  -2.19  -0.99  0.515
N  -0.43  -2.33  -0.26  -0.371
C  -0.17  -3.56  0.20  -0.053
C  -1.02  -4.62  -0.10  -0.643
C  -2.12  -4.34  -0.89  -0.097
N  -2.38  -3.12  -1.35  -0.478
H  -6.00  3.54  -5.07  0.256
H  -6.82  2.05  -5.34  0.257
H  -4.22  3.78  -3.49  0.358
H  -2.83  2.68  -1.73  0.534
H  -4.88  -1.04  -2.42  0.468
H  -6.28  0.03  -4.17  0.357
H  0.72  -3.70  0.80  0.413
H  -0.82  -5.61  0.27  0.393
H  -2.82  -5.12  -1.17  0.447

Let's list max |F| in order: 0.08484; 0.02359; 0.01415 hartree/bohr.